{"formula": "C4H2O2", "method": "ωB97M-V/def2-TZVPD", "elements": ["O", "C", "C", "C", "C", "O", "H", "H"], "positions_angstrom": [[-2.51013, 0.01589, 0.90994], [-1.92693, -0.32981, -0.08462], [-0.59729, 0.14838, -0.36882], [0.57001, -0.03050, -0.07923], [1.95468, 0.27006, -0.05229], [2.96104, -0.18736, 0.41508], [-2.29742, -1.08584, -0.79433], [1.83339, 1.17884, -0.68028]], "mulliken_charge": [-0.409, 0.043, 0.048, 0.165, 0.062, -0.441, 0.290, 0.241], "relative_energy_kcal_mol": 24.35, "e_tot_ev": -8271.472, "orbital_gap_ha": 0.373, "lumo_energy_ha": -0.0205}